one:
This record from the OMol25 dataset describes a 21-piece molecular cluster, H42O21 overall. The level of theory is ωB97M-V/def2-TZVPD.

Geometry as ORCA input:
```
! RIJCOSX wB97M-V def2-TZVPD def2/J DEFGRID3
* xyz 0 1
O -3.60812 1.43384 -3.53171
H -4.06300 0.88135 -2.91362
H -3.34301 0.88024 -4.26798
O 0.92477 1.01808 -0.89089
H 0.56955 1.19246 -1.77581
H 0.15210 1.18385 -0.29280
O -0.21955 2.23111 -3.78418
H -1.19100 2.24783 -3.75234
H -0.12517 2.63934 -4.65621
O 1.38185 0.09922 2.04281
H 1.50489 0.08005 2.99285
H 2.23183 0.36418 1.68326
O -1.89742 2.82577 3.42798
H -1.99951 2.88878 4.36946
H -2.63474 2.94845 2.80143
O 4.54780 -0.25786 2.32104
H 4.11053 -0.32448 3.16752
H 4.49477 0.53968 1.79253
O 4.24002 0.75689 -3.24665
H 3.77560 1.50937 -3.64871
H 3.97345 0.97361 -2.33959
O -3.62328 1.44930 1.88269
H -3.03779 1.08323 1.20161
H -4.35419 0.85878 1.70376
O -2.12779 -2.69932 3.85471
H -2.05500 -3.62522 3.59594
H -1.29165 -2.38370 4.21073
O -0.29808 0.68334 4.53992
H -1.05471 1.24667 4.38224
H 0.36344 1.09392 5.10108
O 1.95302 -4.62319 -1.27704
H 1.85907 -3.85523 -0.73091
H 1.20491 -4.63380 -1.87928
O -1.65318 -0.37751 -4.21249
H -0.92181 -0.75444 -3.72367
H -2.24664 0.02024 -3.56619
O -0.86862 1.82011 0.86608
H -1.15735 1.73340 1.80511
H -1.64013 2.39112 0.69957
O 4.51206 2.47990 0.52339
H 5.01477 1.69854 0.29708
H 3.70526 2.40616 0.04276
O -0.12509 -2.63329 -1.78615
H -0.57907 -2.01951 -1.18143
H 0.05992 -2.11231 -2.55241
O 0.66319 4.56206 1.39963
H 1.16044 4.33025 2.19043
H 0.27312 5.39148 1.67411
O 0.56770 -2.18716 1.08382
H 0.95743 -1.99038 0.23193
H 0.91026 -1.36391 1.51654
O -1.61187 -3.62907 1.37495
H -0.71091 -3.59825 0.99000
H -1.47650 -2.94397 2.03232
O -3.08611 1.15194 -0.91997
H -2.56745 1.92800 -1.16703
H -2.38577 0.48901 -1.04226
O -2.27573 -2.30515 -0.50074
H -2.73751 -2.03142 0.29005
H -2.64768 -3.05984 -0.95647
O 2.74767 -2.30495 -3.46946
H 2.85637 -1.84427 -2.61986
H 3.66829 -2.10699 -3.71591
*
```

## Properties
* gap between HOMO and LUMO: 9.33 eV
* LUMO energy: -0.336 eV

---

two:
This record from the OMol25 dataset describes a 21-piece molecular cluster, H42O21 overall. The level of theory is ωB97M-V/def2-TZVPD.

Geometry as ORCA input:
```
! RIJCOSX wB97M-V def2-TZVPD def2/J DEFGRID3
* xyz 0 1
O 1.84403 -3.02451 -0.14207
H 1.06376 -2.42742 -0.02578
H 1.61370 -3.46048 0.69564
O 0.32973 -0.17418 0.42374
H 0.03257 -0.75974 -0.34146
H -0.12796 -0.57600 1.16222
O 4.56625 -1.79745 -1.90512
H 4.15207 -1.57533 -2.75713
H 3.90414 -2.35880 -1.48284
O -2.07914 2.05561 -3.62504
H -2.07851 3.01601 -3.79878
H -1.19751 1.95611 -3.20462
O -0.54164 -1.02626 -5.33304
H -0.25338 -0.28195 -4.81331
H -1.42011 -1.37782 -5.22173
O -0.10578 3.98022 -2.66806
H -0.23622 4.88990 -2.34135
H -1.08117 3.84200 -2.69018
O 4.65121 0.09287 1.00116
H 5.49360 0.09374 1.47043
H 4.40054 -0.83613 1.07371
O -3.26871 -2.92876 -2.15096
H -3.64198 -2.01550 -2.02265
H -3.88413 -3.41457 -1.58090
O -2.20899 -3.07332 3.56657
H -2.87063 -2.73818 4.18286
H -2.63963 -3.85748 3.16375
O -4.43838 -2.51564 0.65383
H -4.13360 -1.74604 0.13415
H -4.96692 -2.11568 1.34798
O 1.47163 -0.12116 3.93825
H 1.87261 0.22499 3.12900
H 1.09767 -0.92387 3.55417
O 1.80352 -2.89831 3.25282
H 2.10167 -3.02174 4.15564
H 0.95525 -3.25012 2.95330
O -1.61794 1.59612 -0.49759
H -0.71636 1.58917 -0.83491
H -2.08637 2.35557 -0.85620
O 1.90140 4.50317 0.29862
H 2.15817 3.89277 -0.43860
H 1.71864 3.67926 0.78764
O -2.62825 -0.80109 2.14360
H -2.58213 0.16176 2.20979
H -1.75513 -1.07815 2.46659
O 3.58890 2.38603 -2.88416
H 3.17949 3.24616 -3.04728
H 2.90100 1.77106 -2.59289
O -3.81307 -0.10448 -0.13717
H -2.99905 0.43652 -0.23557
H -4.37257 0.39079 -0.76722
O -1.94318 2.67911 2.84822
H -1.31002 3.32269 2.45579
H -2.69776 3.27847 2.79451
O 2.66093 0.02645 -1.56238
H 1.99440 -0.59450 -1.26752
H 3.57583 -0.30450 -1.27514
O -1.15933 -2.04319 -0.32679
H -1.58605 -2.51854 -1.08404
H -2.02414 -1.84999 0.09099
O 1.40860 3.04242 2.78669
H 2.07076 3.69793 3.09362
H 1.53014 2.22589 3.32108
*
```

## Properties
* gap between HOMO and LUMO: 10.06 eV
* LUMO energy: -0.440 eV

---

Stability, lowest: one

---

one:
This record from the OMol25 dataset describes C2H3ClO2S as an isolated structure. The level of theory is ωB97M-V/def2-TZVPD.

Geometry as ORCA input:
```
! RIJCOSX wB97M-V def2-TZVPD def2/J DEFGRID3
* xyz 0 1
C 0.32787 0.22836 0.37975
C 1.22091 0.18275 -0.79214
O 0.42252 0.78378 1.42417
O -2.80267 0.52165 1.03759
S -2.01450 -0.31063 0.22882
Cl -1.56094 -2.12845 1.22067
H 0.69328 0.44927 -1.70532
H 1.97515 1.00569 -0.77308
H 1.73838 -0.73242 -1.02046
*
```

## Properties
* gap between HOMO and LUMO (alpha / beta): 8.07 / 8.07 eV
* LUMO energy (alpha / beta): -0.368 / -0.367 eV

---

two:
This record from the OMol25 dataset describes a 2-piece molecular cluster, C2H3ClO2S overall. The level of theory is ωB97M-V/def2-TZVPD.

Geometry as ORCA input:
```
! RIJCOSX wB97M-V def2-TZVPD def2/J DEFGRID3
* xyz 0 1
C 2.63478 0.23514 1.25002
C 3.13405 -0.71847 0.26006
O 1.09244 -0.60766 -1.21774
O 3.25837 -1.88253 0.27166
S 2.65300 1.90736 1.11370
Cl 4.10519 0.19870 -1.07325
H 1.60935 -0.75084 -2.05431
H 1.92666 -0.16268 2.01100
H 0.23731 -0.38328 -1.41083
*
```

## Properties
* gap between HOMO and LUMO: 7.36 eV
* LUMO energy: -2.069 eV

---

Stability, lowest: one

---

one:
This record from the OMol25 dataset describes one molecule with the formula C23H31N3O3. The level of theory is ωB97M-V/def2-TZVPD.

Geometry as ORCA input:
```
! RIJCOSX wB97M-V def2-TZVPD def2/J DEFGRID3
* xyz 0 1
C -2.29112 3.25256 0.54028
C -1.96529 2.49930 -0.74373
C -3.00326 1.42255 -1.04630
C -2.65107 0.62236 -2.30543
O -3.73557 -0.13435 -2.79949
C -4.05449 -1.29722 -2.06402
C -3.27079 -2.53865 -2.54314
H -3.93765 -3.20950 -3.08473
H -2.50171 -2.20798 -3.24488
C -2.61684 -3.31394 -1.39538
N -1.36999 -2.71211 -0.96341
C -1.31270 -1.88160 0.08640
O -2.28109 -1.58207 0.75824
C 0.09701 -1.35636 0.41584
N 0.85263 -1.00107 -0.78644
C 0.71770 -1.77605 -1.88385
O 1.27235 -1.59074 -2.94968
C -0.17109 -3.00200 -1.69816
H -0.42215 -3.38602 -2.68806
H 0.43008 -3.76408 -1.17593
C 1.99886 -0.05498 -0.75905
C 2.09534 0.59443 0.58354
C 1.16465 0.55130 1.57518
C 1.65974 1.32757 2.66268
C 1.17295 1.65456 3.92719
C 1.94573 2.45179 4.74105
C 3.19030 2.93036 4.32262
C 3.69537 2.62442 3.07673
C 2.92237 1.82096 2.24985
N 3.16244 1.36007 0.98529
H 3.98132 1.56304 0.43934
H 4.65712 2.99561 2.75390
H 3.76602 3.55301 4.99124
H 1.58876 2.71759 5.72514
H 0.21120 1.28946 4.25455
C -0.10117 -0.19596 1.40013
H -0.46137 -0.60464 2.34478
H -0.88453 0.46331 1.01791
C 1.78930 1.03219 -1.82348
H 1.77087 0.58775 -2.81332
H 2.59774 1.75726 -1.77390
H 0.84866 1.54893 -1.65017
C 3.29967 -0.83105 -1.02724
H 3.25991 -1.31189 -1.99953
H 4.14849 -0.15314 -1.02071
H 3.45036 -1.58658 -0.25806
H 0.62971 -2.17180 0.93658
H -2.40224 -4.34082 -1.70354
H -3.28406 -3.33592 -0.53058
H -3.88289 -1.13900 -0.99602
H -5.12584 -1.44994 -2.21798
H -2.40115 1.30942 -3.11936
H -1.77657 -0.01797 -2.11594
H -3.97894 1.88785 -1.20188
H -3.08592 0.74910 -0.19029
H -1.91834 3.20271 -1.57846
H -0.98004 2.03666 -0.64753
H -1.53166 4.00315 0.74712
H -3.25458 3.74979 0.45518
H -2.33378 2.56825 1.38484
*
```

## Properties
* gap between HOMO and LUMO: 8.56 eV
* LUMO energy: 0.608 eV

---

two:
This record from the OMol25 dataset describes one molecule with the formula C23H31N3O3. The level of theory is ωB97M-V/def2-TZVPD.

Geometry as ORCA input:
```
! RIJCOSX wB97M-V def2-TZVPD def2/J DEFGRID3
* xyz 0 1
O -0.53744 -2.85506 -1.46158
C -1.09606 -2.86476 -0.38020
N -2.41716 -2.62955 -0.24592
C -3.11881 -2.32568 0.98143
H -2.66566 -2.83217 1.83166
C -3.14930 -0.80819 1.18340
H -3.66197 -0.57152 2.11753
C -3.86317 -0.14702 0.00217
C -3.18112 -0.57356 -1.29895
C -3.11908 -2.09709 -1.40176
H -2.57471 -2.40049 -2.29650
H -4.12456 -2.52826 -1.42524
H -3.71844 -0.17160 -2.15951
H -2.16035 -0.18784 -1.31321
C -3.91329 1.38632 0.14419
C -2.55884 2.03838 0.15055
C -1.96437 2.44800 -1.03674
C -0.71836 3.04853 -1.03507
C -0.04955 3.25665 0.15834
C -0.63226 2.85426 1.34728
C -1.87648 2.25132 1.34157
H -2.32775 1.94997 2.27606
H -0.11625 3.01353 2.28299
H 0.91718 3.73941 0.16300
H -0.27201 3.36093 -1.96893
H -2.48564 2.30372 -1.97264
H -4.50090 1.78622 -0.68575
H -4.43462 1.62715 1.07376
H -4.90124 -0.50527 -0.01763
H -2.12349 -0.43888 1.23872
H -4.14070 -2.70846 0.87641
C -0.26354 -3.18742 0.87274
N 1.00751 -2.52934 0.69664
C 1.10651 -1.18115 0.54707
O 0.22052 -0.38513 0.74957
C 2.53197 -0.88721 0.08743
N 3.06704 -2.22975 -0.01352
C 2.17801 -3.19730 0.29832
O 2.33102 -4.38893 0.30068
H 3.97071 -2.43826 -0.40046
C 2.44795 -0.18596 -1.27768
C 3.67312 0.63541 -1.67815
C 3.61256 2.07120 -1.15837
C 3.88331 2.21418 0.33658
C 2.96948 1.37757 1.23052
H 1.92383 1.53239 0.96617
C 3.29369 -0.11449 1.17677
H 4.36507 -0.25339 1.01499
H 3.05051 -0.58036 2.13526
H 3.10253 1.71871 2.25967
H 3.76565 3.26715 0.60410
H 4.92251 1.94362 0.54281
H 2.62613 2.48011 -1.38639
H 4.35026 2.67242 -1.69615
H 4.59095 0.15101 -1.34107
H 3.70878 0.67358 -2.76911
H 1.57233 0.46713 -1.26412
H 2.25641 -0.96384 -2.02081
H -0.71047 -2.83857 1.80211
H -0.06795 -4.26238 0.91501
*
```

## Properties
* gap between HOMO and LUMO: 9.75 eV
* LUMO energy: 0.773 eV

---

Stability, lowest: one